A structure of composition C29H50LaP2 at a distorted geometry. Source: the OMol25 dataset; level of theory: ωB97M-V/def2-TZVPD.

Cartesian coordinates (Å):
La -1.80 0.43 1.55
C 2.38 -1.64 1.01
C 2.59 -0.50 1.84
C 0.68 -1.56 2.57
C 1.22 -2.31 1.48
C 1.55 -0.44 2.78
C 3.18 -2.04 -0.18
H 2.78 -1.59 -1.11
H 3.15 -3.12 -0.30
H 4.22 -1.71 -0.07
C 0.60 -3.53 0.94
H 1.25 -4.00 0.18
H -0.38 -3.31 0.49
H 0.43 -4.26 1.76
C -0.44 -2.05 3.43
H -0.29 -3.12 3.64
H -1.44 -1.98 2.96
H -0.46 -1.53 4.40
C 1.45 0.51 3.92
H 1.73 0.02 4.86
H 0.45 0.93 4.03
H 2.15 1.34 3.76
C 3.74 0.45 1.74
H 4.42 0.33 2.60
H 3.40 1.50 1.74
H 4.32 0.27 0.83
C 1.37 -0.79 -3.40
C 2.65 -0.41 -3.49
C 3.13 0.99 -3.17
C 2.04 2.11 -3.32
C 1.35 2.46 -1.91
C 1.52 1.39 -0.99
C 0.73 0.19 -1.10
C 0.27 -0.20 -2.56
H 3.97 1.24 -3.85
H 1.29 1.83 -4.10
H 3.55 0.97 -2.15
H -0.24 0.69 -3.01
H 1.00 -1.63 -4.03
H 3.41 -1.12 -3.90
H -0.50 -0.99 -2.33
H 1.38 -0.58 -0.70
H 2.23 1.50 -0.17
H -0.21 0.02 -0.50
H 2.56 3.04 -3.65
H 1.85 3.41 -1.66
P -0.51 2.80 -1.69
C -1.25 2.64 -3.33
C -0.28 4.63 -1.88
P -0.41 2.53 1.11
C -1.65 2.76 -0.36
C 0.74 4.01 1.05
C -1.96 3.27 2.21
H -2.08 1.92 -3.33
H -0.56 2.37 -4.13
H -1.66 3.61 -3.65
H -1.17 5.00 -2.39
H 0.58 4.83 -2.53
H -0.13 5.20 -0.97
H -1.96 4.34 1.90
H -1.67 3.23 3.28
H -3.01 2.86 2.05
H -2.43 1.99 -0.53
H -2.10 3.78 -0.26
H 1.00 3.98 2.15
H 0.16 4.94 0.84
H 1.71 4.01 0.46
C -4.65 -3.30 1.71
C -3.58 -3.55 0.63
C -2.78 -4.81 0.99
C -4.24 -3.81 -0.73
C -2.69 -2.36 0.48
C -1.97 -1.40 0.09
H -5.37 -4.13 1.79
H -5.21 -2.39 1.48
H -4.18 -3.16 2.69
H -3.43 -5.70 0.98
H -1.99 -4.98 0.26
H -2.33 -4.74 1.98
H -4.82 -2.93 -1.04
H -3.47 -3.98 -1.50
H -4.90 -4.68 -0.71

multiplicity = 1
highest occupied orbital energy (spin up / spin down) = -0.30856 / -0.29898 hartree
molecular weight = 599.57 g mol⁻¹
electronic energy = -1848.63573 a.u.
net charge = +1

***

An isolated molecule of C5H9NO2 at a distorted geometry. Source: the OMol25 dataset; level of theory: ωB97M-V/def2-TZVPD.

Cartesian coordinates (Å):
C -0.12 0.09 0.84
C -1.50 0.00 -0.04
C 0.56 1.37 0.32
C 1.61 0.75 -0.72
C 2.05 -0.61 -0.16
H 1.00 -1.63 1.26
H -0.37 -0.03 1.86
H -0.19 2.00 -0.19
H 0.98 2.12 1.06
H 2.42 1.49 -1.03
H 1.00 0.47 -1.53
H 2.27 -1.27 -1.04
H 2.97 -0.51 0.58
H -0.77 -1.83 -0.33
N 0.74 -1.06 0.43
O -2.20 0.93 -0.17
O -1.57 -1.31 -0.46

multiplicity = 1
highest occupied orbital energy = -0.34738 hartree
molecular weight = 115.13 g mol⁻¹
electronic energy = -401.12687 a.u.
SMILES = O=C(O)[C@@H]1CCCN1

***

A structure of composition C18H34CoN5O2. Source: the OMol25 dataset; level of theory: ωB97M-V/def2-TZVPD.

Cartesian coordinates (Å):
Co 0.98 -0.27 0.03
C -0.16 1.08 -1.03
C -0.80 0.69 0.20
C -1.07 -0.76 0.08
C -0.45 -1.18 -1.10
C 0.06 -0.04 -1.85
C 0.64 -0.14 -3.23
C -0.45 -0.82 -4.09
C 0.96 1.22 -3.83
C 1.88 -1.04 -3.18
C -1.96 -1.73 0.88
C -2.13 -3.03 0.08
C -1.48 -2.13 2.28
C -3.35 -1.07 0.96
C -1.12 1.76 1.22
C -2.45 2.40 0.77
C -1.24 1.26 2.66
C -0.06 2.87 1.21
H 0.17 2.08 -1.27
H -0.38 -2.20 -1.43
H -1.37 -0.22 -4.11
H -0.70 -1.82 -3.73
H -0.09 -0.91 -5.11
H 0.07 1.84 -3.89
H 1.32 1.08 -4.85
H 1.73 1.76 -3.28
H 1.65 -2.04 -2.82
H 2.67 -0.60 -2.57
H 2.29 -1.15 -4.19
H -1.20 -3.59 -0.01
H -2.55 -2.85 -0.91
H -2.84 -3.67 0.62
H -0.66 -2.85 2.23
H -2.29 -2.68 2.77
H -1.23 -1.30 2.93
H -3.69 -0.75 -0.03
H -3.38 -0.23 1.63
H -4.06 -1.81 1.33
H -3.28 1.70 0.77
H -2.36 2.82 -0.24
H -2.70 3.22 1.45
H -2.05 0.57 2.82
H -1.42 2.11 3.32
H -0.30 0.80 2.99
H -0.01 3.41 0.27
H 0.94 2.48 1.45
H -0.32 3.60 1.98
N 1.48 -1.43 1.59
N 2.45 -0.77 2.38
C 3.10 0.27 1.81
N 4.10 0.82 2.46
N 2.58 0.65 0.61
N 3.25 1.65 -0.14
O 4.10 2.32 0.39
O 2.87 1.73 -1.29
H 0.66 -1.62 2.16
H 1.86 -2.33 1.26
H 2.81 -1.24 3.20
H 4.42 0.45 3.34
H 4.57 1.62 2.05

multiplicity = 1
highest occupied orbital energy (spin up / spin down) = -0.61315 / -0.61239 hartree
molecular weight = 411.44 g mol⁻¹
electronic energy = -2512.61904 a.u.
net charge = +2

***

An isolated molecule of H3O4PS at a distorted geometry. Source: the OMol25 dataset; level of theory: ωB97M-V/def2-TZVPD.

Cartesian coordinates (Å):
O -1.52 0.09 1.60
O 0.47 -1.03 0.15
O 0.62 0.25 -2.05
O 1.10 1.50 0.09
P 0.27 0.46 -0.51
S -1.77 0.73 -0.16
H 0.21 -0.83 1.07
H 0.68 -0.64 -2.33
H -1.36 0.73 2.36

multiplicity = 1
highest occupied orbital energy = -0.37549 hartree
molecular weight = 130.06 g mol⁻¹
electronic energy = -1042.35331 a.u.
SMILES = O=P(O)(O)SO

***

A structure of composition C48H63N6O2S2SeW at a distorted geometry. Source: the OMol25 dataset; level of theory: ωB97M-V/def2-TZVPD.

Cartesian coordinates (Å):
W -0.71 -0.74 -1.28
C 0.04 2.90 -5.36
S -1.43 1.86 -5.52
C -1.18 0.68 -4.24
S 0.00 0.88 -3.00
N -1.97 -0.33 -4.20
N -1.73 -1.13 -3.11
C -2.18 -2.40 -3.32
C -1.91 -3.36 -2.43
C -2.34 -4.73 -2.49
C -2.17 -5.55 -1.44
C -1.58 -5.01 -0.24
C -1.09 -3.77 -0.17
N -1.10 -2.91 -1.32
H -0.07 3.65 -6.14
H 0.95 2.33 -5.54
H 0.08 3.39 -4.39
H -2.69 -2.59 -4.26
H -2.81 -5.06 -3.40
H -2.49 -6.58 -1.47
H -1.51 -5.62 0.65
H -0.62 -3.34 0.70
C 2.88 5.57 1.25
C 3.09 5.14 -0.20
C 4.58 5.26 -0.53
C 2.31 6.07 -1.13
C 2.58 3.71 -0.38
C 1.24 3.42 -0.12
C 0.79 2.13 -0.26
Se -1.07 1.74 -0.24
C -1.41 1.12 1.50
C -1.80 2.06 2.46
C -2.15 1.64 3.72
C -2.07 0.26 3.96
C -1.69 -0.70 3.04
C -1.35 -0.25 1.73
O -1.03 -1.09 0.69
C -1.65 -2.16 3.52
C -2.73 -2.98 2.81
C -1.91 -2.31 5.02
C -0.25 -2.74 3.27
C -2.59 2.58 4.83
C -4.02 2.21 5.26
C -2.59 4.04 4.38
C -1.64 2.44 6.03
C 1.62 1.08 -0.66
O 1.07 -0.17 -0.70
C 2.95 1.35 -0.99
C 3.38 2.67 -0.82
C 3.92 0.27 -1.45
C 3.38 -0.46 -2.69
C 4.13 -0.72 -0.29
C 5.28 0.84 -1.83
H 3.23 6.60 1.40
H 3.42 4.93 1.94
H 1.82 5.54 1.53
H 4.90 6.29 -0.37
H 4.79 5.01 -1.57
H 5.19 4.63 0.11
H 2.69 7.09 -1.05
H 1.25 6.09 -0.89
H 2.41 5.76 -2.17
H 0.55 4.21 0.17
H -1.83 3.10 2.19
H -2.35 -0.07 4.94
H -2.53 -3.09 1.75
H -3.71 -2.51 2.93
H -2.78 -3.98 3.24
H -2.94 -2.06 5.29
H -1.23 -1.70 5.62
H -1.75 -3.35 5.30
H 0.15 -2.42 2.32
H -0.28 -3.83 3.29
H 0.44 -2.41 4.04
H -4.72 2.31 4.43
H -4.35 2.86 6.07
H -4.07 1.18 5.63
H -3.26 4.21 3.54
H -1.59 4.37 4.09
H -2.92 4.67 5.20
H -1.66 1.43 6.44
H -1.94 3.12 6.83
H -0.62 2.67 5.74
H 4.41 2.88 -1.05
H 2.42 -0.93 -2.50
H 4.08 -1.24 -2.99
H 3.26 0.23 -3.52
H 3.18 -1.04 0.12
H 4.71 -0.26 0.51
H 4.66 -1.60 -0.64
H 5.21 1.60 -2.61
H 5.91 0.04 -2.21
H 5.80 1.28 -0.98
C 0.88 -2.99 -4.37
C 1.59 -3.62 -3.21
C 2.60 -4.54 -3.45
C 3.34 -5.09 -2.41
C 3.09 -4.68 -1.12
C 2.09 -3.76 -0.82
C 1.93 -3.32 0.60
C 1.31 -3.28 -1.87
N 0.20 -2.41 -1.66
H 1.58 -2.88 -5.20
H 0.47 -2.01 -4.13
H 0.06 -3.62 -4.72
H 2.82 -4.82 -4.48
H 4.12 -5.80 -2.62
H 3.70 -5.07 -0.31
H 1.47 -4.11 1.20
H 1.34 -2.41 0.68
H 2.91 -3.12 1.03
C -3.69 1.66 -2.19
C -3.87 0.40 -1.42
N -2.97 -0.45 -0.93
C -3.67 -1.43 -0.26
C -4.99 -1.19 -0.35
N -5.10 -0.03 -1.08
H -2.70 1.73 -2.62
H -3.85 2.52 -1.54
H -4.41 1.70 -3.01
H -3.16 -2.24 0.23
H -5.85 -1.72 0.02
H -5.95 0.44 -1.33

multiplicity = 1
highest occupied orbital energy = -0.35205 hartree
molecular weight = 1083.01 g mol⁻¹
electronic energy = -5610.64533 a.u.
net charge = +1

***

An isolated molecule of C2H2N6 at a distorted geometry. Source: the OMol25 dataset; level of theory: ωB97M-V/def2-TZVPD.

Cartesian coordinates (Å):
C -0.62 -0.37 -0.70
C 0.78 0.38 1.11
H -2.54 0.27 -0.46
H 0.74 0.81 2.13
N -1.66 0.35 -0.97
N -0.34 -1.49 0.29
N 0.31 -1.01 1.19
N 1.32 1.06 0.13
N 1.48 0.36 -1.15
N 0.53 -0.34 -1.56

multiplicity = 1
highest occupied orbital energy = -0.35995 hartree
molecular weight = 110.08 g mol⁻¹
electronic energy = -405.76460 a.u.
SMILES = [H]/N=c1\nncnnn1

***

A structure of composition C18H40O30S7 at a distorted geometry. Source: the OMol25 dataset; level of theory: ωB97M-V/def2-TZVPD.

Cartesian coordinates (Å):
C -3.21 0.31 -3.24
C -2.99 1.33 -2.10
O -1.60 1.73 -2.09
H -3.04 0.73 -4.23
H -4.26 -0.03 -3.17
H -2.53 -0.52 -3.08
H -3.30 0.85 -1.18
H -3.62 2.22 -2.17
H -1.46 2.66 -1.94
C 2.90 -0.19 4.32
C 3.11 0.24 5.74
O 1.83 0.08 6.40
H 3.84 -0.14 3.75
H 2.18 0.47 3.81
H 2.57 -1.25 4.36
H 3.30 1.31 5.76
H 3.86 -0.36 6.22
H 1.94 0.40 7.31
C 5.29 3.18 -2.90
C 4.95 2.51 -1.54
O 3.45 2.57 -1.46
S 2.89 3.52 -2.68
O 2.00 4.48 -2.07
O 2.56 2.63 -3.75
O 4.31 4.26 -3.05
H 5.07 2.46 -3.74
H 6.30 3.57 -2.99
H 5.36 3.05 -0.69
H 5.34 1.48 -1.53
C -0.72 -0.78 5.22
C -1.08 -2.19 5.63
O -2.38 -2.13 6.22
S -3.17 -0.77 5.81
O -3.23 0.08 6.98
O -4.31 -1.23 5.04
O -2.03 -0.20 4.83
H -0.08 -0.83 4.34
H -0.34 -0.12 5.98
H -0.35 -2.67 6.30
H -1.11 -2.88 4.76
C 2.21 -4.23 -3.65
C 2.38 -2.90 -2.99
O 3.11 -3.00 -1.77
S 3.43 -4.64 -1.49
O 2.30 -5.19 -0.81
O 4.84 -4.76 -1.08
O 3.33 -5.02 -3.09
H 2.23 -4.18 -4.72
H 1.27 -4.67 -3.43
H 1.43 -2.37 -2.86
H 2.99 -2.28 -3.67
C -3.35 -1.97 1.88
C -4.00 -0.60 2.16
O -4.62 -0.17 0.90
S -5.19 -1.59 0.31
O -5.35 -1.48 -1.11
O -6.25 -2.10 1.14
O -3.85 -2.43 0.57
H -3.62 -2.71 2.63
H -2.27 -1.98 1.82
H -3.17 0.04 2.48
H -4.72 -0.61 2.96
C -1.04 3.75 1.29
C -0.52 2.58 2.09
O -1.59 2.00 2.78
S -2.91 3.00 2.68
O -3.40 3.26 3.99
O -3.75 2.55 1.58
O -2.09 4.30 2.19
H -1.58 3.49 0.35
H -0.28 4.52 1.12
H 0.19 2.86 2.84
H -0.03 1.87 1.42
C -0.37 0.91 -6.69
C -0.05 1.30 -5.28
O 0.51 0.11 -4.54
S 0.32 -1.21 -5.45
O -0.37 -2.17 -4.63
O 1.62 -1.46 -5.98
O -0.67 -0.53 -6.48
H 0.46 1.02 -7.38
H -1.32 1.35 -6.98
H -0.98 1.49 -4.75
H 0.71 2.06 -5.10
C 0.81 -0.07 -1.33
C -0.21 -1.13 -1.17
O 0.41 -1.99 -0.11
S 0.92 -1.06 1.08
O 2.26 -1.51 1.47
O -0.16 -0.72 1.95
O 1.15 0.28 0.09
H 0.35 0.84 -1.68
H 1.74 -0.33 -1.81
H -0.36 -1.66 -2.11
H -1.12 -0.64 -0.80

multiplicity = 1
highest occupied orbital energy = -0.39594 hartree
molecular weight = 960.96 g mol⁻¹
electronic energy = -5754.13141 a.u.

***

An isolated molecule of C5H5NO at a distorted geometry. Source: the OMol25 dataset; level of theory: ωB97M-V/def2-TZVPD.

Cartesian coordinates (Å):
C 2.64 0.35 0.05
C 1.58 -0.50 -0.03
C 0.21 -0.14 -0.03
C -1.72 0.91 -0.04
C -1.85 -0.51 0.17
H 3.75 0.23 0.33
H 2.39 1.45 0.20
H 1.83 -1.64 0.08
H -2.80 1.48 0.20
H -2.69 -1.28 0.48
N -0.38 1.15 -0.10
O -0.63 -1.11 -0.16

multiplicity = 1
highest occupied orbital energy = -0.30442 hartree
molecular weight = 95.10 g mol⁻¹
electronic energy = -323.39576 a.u.
SMILES = C=Cc1ncco1

***

A cluster of 2 separate species, CH4NO2S in total at a distorted geometry. Source: the OMol25 dataset; level of theory: ωB97M-V/def2-TZVPD.

Cartesian coordinates (Å):
C 0.93 1.00 0.12
N -0.87 -2.26 -1.88
O -1.57 0.83 0.83
O -0.05 -1.00 1.50
S -0.51 -0.16 0.39
H 1.95 0.56 0.00
H 0.81 1.54 -0.91
H 0.92 1.58 0.99
H -1.62 -2.10 -1.05

multiplicity = 1
highest occupied orbital energy (spin up / spin down) = -0.11897 / -0.11872 hartree
molecular weight = 94.11 g mol⁻¹
electronic energy = -643.78818 a.u.
net charge = -1

***

The ion C5H11N4 with charge +1 at a distorted geometry. Source: the OMol25 dataset; level of theory: ωB97M-V/def2-TZVPD.

Cartesian coordinates (Å):
C -1.90 0.74 -0.15
C -2.75 -0.35 -0.31
C -0.63 0.86 0.39
C 1.33 -0.49 0.16
C 2.04 0.37 -0.80
N -2.59 -1.54 0.18
N 0.07 -0.27 0.43
N -0.19 2.03 0.77
N 1.95 -1.64 0.59
H -2.34 1.57 -0.84
H -3.63 -0.15 -0.81
H 2.92 -0.22 -1.01
H 2.11 1.33 -0.43
H 1.44 0.57 -1.70
H -3.27 -2.24 0.41
H -1.68 -1.71 0.59
H -0.78 2.84 0.96
H 0.55 2.14 1.36
H 1.47 -2.29 1.14
H 2.84 -1.87 0.25

multiplicity = 1
highest occupied orbital energy = -0.45095 hartree
molecular weight = 127.17 g mol⁻¹
electronic energy = -415.90233 a.u.
SMILES = CC(=[NH2+])/N=C(N)/C=C\N
net charge = +1

***

The ion C2H4N3O2S3 with charge -1 at a distorted geometry. Source: the OMol25 dataset; level of theory: ωB97M-V/def2-TZVPD.

Cartesian coordinates (Å):
C 0.93 1.01 0.67
C -0.70 -1.84 -0.45
N 1.95 0.07 0.83
N 0.01 0.79 -0.20
N -1.61 -1.14 0.21
O 0.23 -2.45 0.00
O -0.80 -1.96 -1.82
S 0.93 2.55 1.65
S -1.32 1.71 -0.56
S -2.64 -0.13 -0.53
H 1.67 -0.76 0.33
H 2.78 0.54 1.03
H -0.04 2.86 0.89
H -1.38 -1.24 -2.05

multiplicity = 1
highest occupied orbital energy = -0.13025 hartree
molecular weight = 198.27 g mol⁻¹
electronic energy = -1587.95386 a.u.
SMILES = N/C(S)=N/SS/N=C(/[O-])O
net charge = -1

***

A cluster of 2 separate species, C3H5NS3 in total at a distorted geometry. Source: the OMol25 dataset; level of theory: ωB97M-V/def2-TZVPD.

Cartesian coordinates (Å):
C -1.33 -0.25 -1.27
C -0.81 0.94 -1.14
C 1.00 -0.79 -0.66
N 0.50 0.25 2.52
S -0.38 -1.62 -1.12
S 0.93 1.00 -0.80
S 0.94 -1.29 1.81
H -2.33 -0.33 -1.80
H -1.24 1.92 -0.98
H 2.05 -1.14 -1.02
H 1.15 0.97 2.15
H -0.48 0.34 2.31

multiplicity = 1
highest occupied orbital energy (spin up / spin down) = -0.26250 / -0.26274 hartree
molecular weight = 151.28 g mol⁻¹
electronic energy = -1366.51978 a.u.